Entry 1:
This record from the OMol25 dataset describes a 9-piece molecular cluster, C54H162N27O9P9 overall at a distorted geometry. The level of theory is ωB97M-V/def2-TZVPD.

## Properties
M = 1612.84 g/mol
HOMO-LUMO gap = 0.2953 hartree
LUMO = 0.11 eV
Total energy = -200898.5753 eV

Each line ends with the Mulliken charge.
Atoms and positions in Å:
C 6.538 -3.303 6.692  -1.065
N 5.291 -2.580 6.989  0.256
C 5.510 -1.290 7.633  -0.956
P 4.052 -2.799 5.900  0.288
O 4.262 -2.335 4.515  -0.962
N 3.918 -4.471 5.932  0.557
C 3.821 -5.228 7.160  -1.150
C 3.094 -5.033 4.865  -0.844
N 2.713 -2.136 6.643  0.823
C 1.622 -1.591 5.836  -1.038
C 2.433 -2.410 8.038  -1.214
H 6.319 -4.360 6.573  0.316
H 7.237 -3.157 7.511  0.431
H 6.929 -2.903 5.753  0.281
H 6.414 -1.423 8.225  0.340
H 4.624 -0.973 8.165  0.306
H 5.776 -0.522 6.903  0.332
H 4.491 -4.813 7.909  0.377
H 2.794 -5.270 7.544  0.268
H 4.106 -6.273 7.006  0.301
H 2.013 -4.937 5.059  0.253
H 3.254 -4.493 3.932  0.180
H 3.376 -6.073 4.701  0.019
H 1.966 -0.881 5.089  0.170
H 1.121 -2.415 5.298  0.223
H 0.830 -1.210 6.480  0.447
H 3.340 -2.399 8.637  0.438
H 1.876 -3.337 8.210  0.265
H 1.802 -1.620 8.462  0.322
C 2.419 -8.061 3.000  -1.279
N 3.598 -7.711 2.237  0.660
C 4.848 -7.876 2.953  -0.873
P 3.583 -7.325 0.619  0.443
O 4.911 -7.288 -0.001  -1.006
N 2.589 -8.455 -0.074  0.464
C 2.796 -9.861 0.171  -1.232
C 1.795 -8.166 -1.243  -0.779
N 2.727 -5.897 0.509  1.098
C 1.306 -5.793 0.806  -1.114
C 3.377 -4.630 0.236  -0.616
H 2.553 -7.920 4.070  0.527
H 2.180 -9.129 2.857  0.252
H 1.524 -7.568 2.633  0.284
H 4.851 -7.370 3.922  0.089
H 5.681 -7.589 2.313  0.332
H 5.063 -8.934 3.191  0.340
H 3.356 -10.339 -0.641  0.312
H 3.400 -10.005 1.067  0.356
H 1.845 -10.390 0.265  0.348
H 0.721 -8.299 -1.070  0.306
H 1.884 -7.126 -1.563  -0.057
H 2.137 -8.754 -2.100  0.424
H 0.799 -6.729 0.562  0.605
H 1.141 -5.601 1.870  -0.012
H 0.858 -5.057 0.135  -0.029
H 4.350 -4.789 -0.225  0.415
H 3.479 -4.021 1.143  0.164
H 2.781 -4.061 -0.489  -0.274
C -0.940 -2.588 -6.865  -0.648
N -1.758 -1.397 -7.114  0.067
C -3.091 -1.724 -7.582  -1.114
P -1.439 0.094 -6.443  0.242
O -2.373 1.109 -6.974  -0.935
N -1.593 -0.135 -4.797  0.881
C -2.573 -1.051 -4.288  -0.650
C -1.345 0.952 -3.858  -1.295
N 0.150 0.401 -6.749  0.600
C 0.478 1.605 -7.496  -1.139
C 1.281 -0.326 -6.222  -1.036
H -0.017 -2.570 -7.448  0.237
H -1.532 -3.492 -6.963  0.490
H -0.556 -2.611 -5.832  -0.013
H -3.616 -0.802 -7.831  0.355
H -3.682 -2.251 -6.823  0.351
H -3.046 -2.305 -8.505  0.381
H -2.666 -1.922 -4.935  0.372
H -2.320 -1.436 -3.295  -0.322
H -3.583 -0.625 -4.179  0.271
H -1.008 0.594 -2.885  0.099
H -0.546 1.576 -4.270  0.483
H -2.257 1.560 -3.828  0.235
H 1.130 1.336 -8.338  0.342
H -0.398 2.070 -7.934  0.359
H 1.048 2.306 -6.876  0.255
H 1.893 -0.779 -7.002  0.393
H 0.907 -1.094 -5.550  0.170
H 1.906 0.315 -5.585  0.388
C -2.979 8.514 -3.225  -1.234
N -2.034 7.475 -2.782  0.425
C -1.521 7.671 -1.437  -1.131
P -0.925 7.018 -3.955  0.391
O 0.148 8.009 -4.148  -0.860
N -0.319 5.562 -3.405  0.669
C 1.030 5.135 -3.746  -0.928
C -1.165 4.474 -2.928  0.270
N -1.860 6.681 -5.292  0.152
C -1.157 6.581 -6.569  -0.877
C -3.099 5.903 -5.194  -0.513
H -3.389 8.136 -4.155  0.407
H -2.465 9.472 -3.344  0.326
H -3.772 8.609 -2.486  0.414
H -2.292 7.430 -0.703  0.258
H -1.194 8.712 -1.320  0.337
H -0.643 7.056 -1.244  0.350
H 1.677 5.997 -3.887  0.353
H 1.448 4.549 -2.920  0.126
H 0.997 4.483 -4.628  0.297
H -2.060 4.910 -2.500  -0.068
H -1.492 3.894 -3.799  -0.142
H -0.598 3.843 -2.242  -0.287
H -0.456 5.735 -6.542  0.222
H -1.826 6.508 -7.420  0.323
H -0.548 7.480 -6.686  0.324
H -2.841 4.843 -5.146  0.232
H -3.756 6.075 -6.047  0.556
H -3.689 6.184 -4.326  -0.214
C 3.134 2.868 7.629  -1.147
N 2.451 3.858 6.860  0.354
C 1.087 4.213 7.268  -1.076
P 3.095 4.687 5.558  0.282
O 2.073 5.480 4.867  -0.926
N 4.423 5.425 6.244  0.199
C 4.314 6.113 7.522  -1.101
C 5.484 5.903 5.384  -1.097
N 3.859 3.560 4.587  0.527
C 3.252 3.337 3.294  -1.279
C 4.912 2.670 5.016  -1.284
H 4.205 3.033 7.638  0.380
H 2.807 1.849 7.382  0.312
H 2.815 2.931 8.682  0.397
H 0.353 3.628 6.710  0.245
H 0.919 5.266 7.046  0.360
H 1.006 4.092 8.349  0.382
H 4.146 7.195 7.493  0.283
H 3.524 5.685 8.133  0.334
H 5.291 5.953 7.991  0.432
H 5.862 6.862 5.744  0.424
H 6.347 5.227 5.387  0.295
H 5.209 6.054 4.341  0.325
H 2.840 4.277 2.926  0.365
H 3.981 2.944 2.584  0.376
H 2.373 2.680 3.365  0.466
H 5.500 3.128 5.810  0.399
H 5.474 2.390 4.124  0.374
H 4.534 1.741 5.464  0.374
C -3.165 -1.897 -0.152  -0.294
N -4.338 -1.058 0.105  0.944
C -4.908 -0.451 -1.099  -0.183
P -5.385 -1.567 1.317  0.520
O -6.240 -2.679 0.871  -0.920
N -4.391 -1.918 2.597  0.185
C -4.208 -3.319 2.961  -1.123
C -3.410 -1.009 3.190  -0.524
N -6.268 -0.229 1.763  0.227
C -5.657 0.962 2.373  -0.652
C -7.538 0.040 1.074  -1.252
H -2.453 -1.741 0.663  -0.069
H -2.647 -1.533 -1.040  -0.703
H -3.439 -2.953 -0.250  0.554
H -5.846 0.027 -0.842  -0.227
H -5.143 -1.203 -1.865  0.318
H -4.153 0.215 -1.523  -0.077
H -3.363 -3.728 2.401  0.269
H -4.095 -3.425 4.042  0.417
H -5.124 -3.867 2.745  0.341
H -3.829 -0.646 4.131  0.337
H -2.450 -1.501 3.356  0.481
H -3.249 -0.189 2.495  -0.300
H -6.333 1.808 2.234  0.486
H -5.710 0.755 3.444  0.283
H -4.700 1.255 1.951  -0.114
H -8.229 0.511 1.771  0.425
H -7.959 -0.897 0.710  0.358
H -7.376 0.638 0.170  0.365
C -5.979 3.169 -0.586  -0.664
N -5.724 3.462 -1.971  1.064
C -4.326 3.331 -2.355  -0.494
P -6.649 4.511 -2.867  0.090
O -6.180 4.751 -4.238  -1.047
N -8.199 3.900 -2.729  0.323
C -9.220 4.619 -3.459  -1.119
C -8.368 2.465 -2.819  -0.628
N -6.719 5.897 -1.943  0.392
C -5.934 7.068 -2.374  -0.751
C -7.585 6.068 -0.789  -1.036
H -7.050 3.121 -0.408  0.462
H -5.454 3.838 0.118  0.228
H -5.520 2.215 -0.300  -0.299
H -3.728 2.810 -1.605  -0.466
H -3.854 4.317 -2.426  0.271
H -4.168 2.865 -3.328  0.323
H -9.148 5.687 -3.239  0.342
H -9.178 4.431 -4.534  0.329
H -10.216 4.379 -3.078  0.380
H -8.107 2.054 -3.804  0.328
H -7.837 1.858 -2.084  -0.106
H -9.406 2.167 -2.633  0.385
H -6.325 7.347 -3.356  0.305
H -6.122 7.867 -1.662  0.507
H -4.876 6.838 -2.478  -0.145
H -8.559 6.496 -1.052  0.260
H -7.014 6.691 -0.101  0.479
H -7.815 5.138 -0.277  0.259
C 1.390 2.843 0.362  -0.893
N 1.669 1.409 0.266  1.177
C 2.982 1.086 -0.284  -0.934
P 0.495 0.253 0.348  -1.577
O 0.037 -0.320 -0.928  0.005
N 1.083 -0.989 1.307  1.307
C 0.205 -2.137 1.466  0.369
C 2.233 -0.922 2.226  -0.098
N -0.715 0.997 1.226  1.349
C -0.498 1.335 2.616  -0.934
C -1.859 1.522 0.496  0.613
H 0.989 3.205 -0.593  -0.217
H 2.326 3.380 0.501  0.407
H 0.660 3.017 1.142  0.361
H 3.742 1.753 0.125  0.345
H 3.014 1.280 -1.368  0.278
H 3.173 0.024 -0.154  0.003
H 0.743 -2.938 1.968  0.020
H -0.664 -1.861 2.077  -0.283
H -0.142 -2.448 0.480  -0.414
H 2.069 -0.232 3.058  -0.305
H 2.294 -1.932 2.629  0.120
H 3.191 -0.692 1.771  0.115
H -0.067 0.470 3.123  0.049
H 0.229 2.147 2.748  0.023
H -1.407 1.668 3.117  0.462
H -1.872 2.618 0.388  0.472
H -2.763 1.226 1.033  -1.257
H -1.875 1.129 -0.519  -0.610
C 4.248 -5.537 -3.144  -0.834
N 3.856 -4.928 -4.413  0.604
C 4.618 -5.402 -5.561  -1.079
P 2.858 -3.601 -4.482  0.040
O 2.307 -3.327 -5.820  -0.861
N 1.696 -3.865 -3.318  1.366
C 0.920 -2.688 -2.908  -0.945
C 0.929 -5.092 -3.479  -1.313
N 3.797 -2.359 -3.876  0.486
C 4.364 -2.369 -2.543  -0.265
C 4.448 -1.489 -4.861  -0.797
H 5.244 -5.189 -2.853  0.278
H 4.310 -6.620 -3.280  0.530
H 3.527 -5.332 -2.358  -0.243
H 5.460 -4.717 -5.724  0.343
H 4.021 -5.277 -6.469  0.282
H 4.901 -6.445 -5.461  0.293
H 0.032 -2.529 -3.525  -0.249
H 0.670 -2.852 -1.855  -0.106
H 1.602 -1.839 -2.906  0.460
H 0.219 -4.965 -4.311  0.193
H 1.584 -5.930 -3.699  0.406
H 0.306 -5.273 -2.598  0.298
H 4.723 -1.362 -2.311  0.574
H 3.574 -2.517 -1.805  -0.406
H 5.202 -3.058 -2.443  0.184
H 4.958 -0.641 -4.420  0.290
H 3.710 -1.147 -5.590  0.157
H 5.096 -2.114 -5.495  0.231

***

Entry 2:
This record from the OMol25 dataset describes C31H46N4P2SiW as an isolated structure at a distorted geometry. The level of theory is ωB97M-V/def2-TZVPD.

## Properties
Charge = +2
M = 748.61 g/mol
HOMO-LUMO gap (alpha / beta) = 0.1462 / 0.1282 hartree
Multiplicity = 3
LUMO (alpha / beta) = -8.91 / -9.40 eV
Total energy = -67112.6736 eV

Each line ends with the Mulliken spin population.
Atoms and positions in Å:
W -0.122 0.659 -0.244  1.716
C -2.091 1.894 -8.205  0.000
C -2.173 0.659 -7.699  0.000
C -1.390 -0.539 -8.132  0.000
C 0.009 -0.282 -8.736  0.000
C 0.900 0.592 -7.894  0.000
C 0.974 1.923 -7.918  0.000
C 0.209 2.845 -8.831  0.000
C -1.180 2.368 -9.304  0.000
C 1.374 0.303 1.174  -0.006
H -2.788 2.668 -7.851  0.000
H -2.951 0.442 -6.961  0.000
H -1.971 -1.123 -8.866  0.000
H -1.264 -1.195 -7.258  0.000
H 0.500 -1.266 -8.806  0.000
H -0.092 0.081 -9.764  0.000
H 1.588 0.030 -7.247  0.000
H 1.724 2.430 -7.298  0.000
H 0.806 3.075 -9.730  0.000
H 0.076 3.801 -8.305  0.000
H -1.666 3.246 -9.762  0.000
H -1.070 1.630 -10.107  0.000
H 1.003 0.956 1.982  0.030
H 2.369 0.652 0.864  0.012
H 1.415 -0.736 1.529  0.014
P 1.470 -0.278 -1.637  -0.138
P -1.381 -0.640 -1.618  0.201
N 2.626 0.980 -2.244  0.004
N 2.683 -1.671 -1.092  0.017
N -2.321 0.602 -2.593  -0.004
N -2.811 -1.652 -1.220  0.001
C 0.830 -1.028 -3.186  0.028
C -0.546 -1.650 -2.894  -0.048
C 2.519 2.332 -1.935  0.008
C 3.508 3.012 -2.644  0.009
C 4.224 2.050 -3.419  0.006
C 3.657 0.805 -3.156  -0.004
C 3.613 -1.613 -0.058  -0.007
C 4.360 -2.793 -0.039  0.010
C 3.864 -3.614 -1.094  0.000
C 2.813 -2.918 -1.688  0.002
C -2.460 1.935 -2.213  0.016
C -2.829 2.665 -3.345  0.034
C -2.917 1.757 -4.435  0.011
C -2.622 0.494 -3.942  0.011
C -3.878 -1.922 -2.078  0.001
C -4.719 -2.839 -1.455  0.002
C -4.135 -3.166 -0.189  0.002
C -2.952 -2.441 -0.083  0.012
H 1.538 -1.775 -3.578  -0.002
H 0.772 -0.219 -3.938  0.015
H -1.146 -1.734 -3.814  0.005
H -0.463 -2.675 -2.486  -0.012
H 1.757 2.684 -1.245  0.014
H 3.680 4.075 -2.604  0.000
H 5.048 2.243 -4.087  0.001
H 3.890 -0.185 -3.528  0.000
H 3.637 -0.774 0.621  0.000
H 5.153 -3.019 0.659  0.000
H 4.223 -4.593 -1.385  0.000
H 2.137 -3.232 -2.471  0.001
H -2.305 2.251 -1.185  -0.022
H -3.012 3.726 -3.374  0.000
H -3.141 1.992 -5.467  0.002
H -2.596 -0.472 -4.433  0.000
H -3.942 -1.443 -3.042  0.000
H -5.635 -3.229 -1.872  0.000
H -4.530 -3.851 0.547  0.000
H -2.187 -2.423 0.685  -0.001
C -3.114 0.204 3.854  0.000
Si -1.419 -0.191 3.163  0.038
C -0.121 0.711 4.170  0.007
C -1.131 -2.039 3.280  0.001
C -1.532 0.333 1.291  0.008
H -3.193 -0.141 4.894  0.001
H -3.903 -0.289 3.272  0.000
H -3.304 1.285 3.839  0.000
H -0.168 0.373 5.216  0.004
H 0.903 0.536 3.820  0.001
H -0.294 1.795 4.176  0.000
H -1.967 -2.608 2.855  0.001
H -0.212 -2.364 2.779  0.000
H -1.048 -2.328 4.337  0.001
H -1.981 1.362 1.317  -0.020
H -2.367 -0.304 0.943  0.018

***

Entry 3:
This record from the OMol25 dataset describes a 2-piece molecular cluster, C4H12 overall at a distorted geometry. The level of theory is ωB97M-V/def2-TZVPD.

## Properties
Charge = -1
M = 60.14 g/mol
HOMO-LUMO gap (alpha / beta) = 0.0980 / 0.4419 hartree
Multiplicity = 2
LUMO (alpha / beta) = 4.26 / 4.26 eV
Total energy = -4340.5937 eV

Each line ends with the natural charge from an NBO analysis.
Atoms and positions in Å:
C -1.841 -1.069 1.526  -0.703
C -0.366 -0.686 1.423  -0.755
H -2.074 -1.755 2.344  0.190
H -2.454 -0.172 1.610  0.197
H -2.109 -1.568 0.606  0.202
H 0.333 -1.151 2.130  0.190
H -0.179 0.374 1.612  0.194
H 0.121 -0.818 0.462  0.216
C 1.491 0.240 -1.693  -1.054
C 0.653 1.464 -1.205  -0.791
H 2.228 -0.019 -0.941  0.187
H 0.800 -0.561 -1.942  0.181
H 2.001 0.514 -2.620  0.181
H -0.364 1.297 -1.551  0.188
H 1.094 2.355 -1.642  0.189
H 0.666 1.555 -0.119  0.187